a:
This record from the Open Molecules 2025 dataset describes C2H3ClN2O as an isolated structure. The level of theory is ωB97M-V/def2-TZVPD.

Atoms and positions in Å:
1 C -0.946 0.283 0.313
2 C 0.522 -0.099 0.480
3 N -0.957 0.160 -1.023
4 N 0.356 0.077 -1.374
5 O -1.828 0.541 1.088
6 Cl 0.550 -1.541 -2.003
7 H 1.213 0.489 0.906
8 H 0.796 -1.152 0.740
9 H -1.693 0.585 -1.580

Kohn-Sham gap: 0.372 hartree
E_HOMO: -9.81 eV
Molar mass: 106.51 g mol⁻¹
Net charge: 0



b:
This record from the Open Molecules 2025 dataset describes one molecule with the formula C2H3ClN2O. The level of theory is ωB97M-V/def2-TZVPD.

Atoms and positions in Å:
1 Cl 2.496 0.508 0.205
2 C 0.879 0.188 -0.501
3 N 0.463 -1.146 -0.249
4 N -0.613 -1.235 0.300
5 C -1.093 0.050 0.535
6 O -0.161 0.993 -0.038
7 H 1.127 0.254 -1.763
8 H -1.976 0.315 -0.040
9 H -1.121 0.074 1.550

Kohn-Sham gap: 0.394 hartree
E_HOMO: -10.45 eV
Molar mass: 106.51 g mol⁻¹
Structure (SMILES): Cl[C@H]1N=NCO1
Net charge: 0



b (101.7 kJ/mol below the next structure)



a:
This record from the Open Molecules 2025 dataset describes one molecule with the formula CH2INO. The level of theory is ωB97M-V/def2-TZVPD.

Atoms and positions in Å:
1 N -0.291 -0.183 0.000
2 C -1.337 -1.000 0.000
3 O -1.363 -2.183 0.000
4 I -3.195 0.157 0.000
5 H 0.636 -0.585 0.000
6 H -0.391 0.818 0.000

Kohn-Sham gap: 0.375 hartree
E_HOMO: -9.76 eV
Molar mass: 170.94 g mol⁻¹
Structure (SMILES): NC(=O)I
Net charge: 0



b:
This record from the Open Molecules 2025 dataset describes a 2-piece molecular cluster, CH2INO overall. The level of theory is ωB97M-V/def2-TZVPD.

Atoms and positions in Å:
1 C 1.841 -0.082 -0.242
2 N 2.840 -0.623 -0.111
3 O -1.710 0.672 -0.964
4 I -2.594 -0.025 0.540
5 H 0.871 0.314 -0.386
6 H -1.247 -0.256 1.165

Kohn-Sham gap: 0.316 hartree
E_HOMO: -9.53 eV
Molar mass: 170.94 g mol⁻¹
Net charge: 0



a (498.7 kJ/mol below the next structure)